The following is a DFT calculation (ωB97M-V/def2-TZVPD) of a molecular structure, C61H74Ge2N5PdS5.

Last column: Löwdin spin population.
Element x y z (Å)
Pd (-0.764, 1.357, -0.071)  1.104
N (-5.303, 2.578, -1.080)  0.000
C (-5.772, 3.149, 0.204)  0.000
C (-5.493, 2.172, 1.350)  0.002
C (-4.031, 2.058, 1.806)  0.006
N (-3.162, 1.268, 0.891)  0.072
C (-3.428, 3.451, 2.012)  0.001
C (-3.586, 4.330, 0.778)  0.000
N (-2.871, 3.646, -0.368)  0.002
C (-5.070, 4.499, 0.436)  0.000
H (-5.642, 1.633, -1.211)  0.000
H (-3.571, 3.087, -0.882)  0.000
H (-5.658, 3.124, -1.858)  0.000
H (-6.849, 3.318, 0.170)  0.000
H (-5.877, 1.180, 1.084)  0.000
H (-6.077, 2.508, 2.211)  0.000
H (-4.043, 1.577, 2.781)  0.001
H (-3.662, 0.852, 0.114)  0.000
H (-2.704, 0.507, 1.370)  0.000
H (-2.372, 3.343, 2.257)  0.000
H (-3.917, 3.944, 2.857)  0.000
H (-3.109, 5.293, 0.942)  0.000
H (-2.212, 2.954, -0.017)  0.004
H (-2.373, 4.271, -0.996)  0.000
H (-5.208, 5.152, -0.433)  0.000
H (-5.538, 4.993, 1.288)  0.000
C (6.059, 2.639, -0.271)  0.000
C (5.236, 1.715, 0.594)  0.000
C (5.133, 0.362, 0.285)  0.001
C (4.388, -0.506, 1.070)  0.002
C (4.353, -1.977, 0.745)  0.003
C (3.707, -0.006, 2.193)  0.000
C (3.820, 1.343, 2.538)  0.000
C (3.221, 1.901, 3.807)  0.002
C (4.578, 2.182, 1.722)  0.000
C (2.972, -0.961, 3.086)  0.000
C (3.665, -1.520, 4.157)  0.000
C (3.038, -2.398, 5.025)  0.000
C (1.702, -2.711, 4.843)  0.000
C (0.973, -2.174, 3.780)  0.000
C (1.624, -1.316, 2.873)  0.000
Ge (0.617, -0.357, 1.498)  0.011
S (0.013, 1.607, 2.196)  0.143
S (1.441, -0.071, -0.635)  0.210
Ge (-0.556, -0.971, -1.462)  0.007
S (-1.785, 0.688, -2.178)  0.077
S (-1.202, -1.467, 0.655)  0.119
C (-0.387, -2.410, -2.781)  -0.001
C (-1.556, -3.176, -3.001)  0.000
C (-1.564, -4.160, -3.982)  0.000
C (-0.436, -4.388, -4.755)  0.000
C (0.702, -3.624, -4.556)  0.000
C (0.746, -2.625, -3.581)  0.000
C (2.008, -1.822, -3.495)  0.003
C (3.150, -2.396, -2.936)  0.004
C (3.109, -3.792, -2.361)  0.000
C (4.347, -1.680, -2.964)  0.001
C (4.432, -0.416, -3.527)  0.000
C (5.737, 0.342, -3.562)  0.000
C (3.282, 0.128, -4.095)  0.000
C (2.074, -0.559, -4.107)  0.000
C (0.878, 0.023, -4.825)  0.000
C (-2.794, -2.950, -2.180)  0.000
C (-3.786, -2.063, -2.612)  0.001
C (-3.719, -1.413, -3.972)  0.004
C (-4.879, -1.824, -1.780)  0.000
C (-5.023, -2.466, -0.559)  0.000
C (-6.201, -2.188, 0.343)  0.000
C (-4.064, -3.405, -0.188)  0.001
C (-2.957, -3.665, -0.981)  0.001
C (-1.953, -4.710, -0.566)  0.003
C (-0.492, -2.501, 3.735)  0.001
C (-1.424, -1.626, 4.300)  0.000
C (-1.036, -0.305, 4.928)  0.003
C (-2.769, -2.007, 4.336)  0.000
C (-3.194, -3.242, 3.879)  0.000
C (-4.633, -3.675, 4.027)  0.000
C (-2.243, -4.103, 3.330)  0.001
C (-0.906, -3.751, 3.239)  0.002
C (0.098, -4.703, 2.640)  0.001
H (6.936, 2.125, -0.668)  0.000
H (6.395, 3.513, 0.288)  0.000
H (5.474, 3.005, -1.120)  0.000
H (5.666, -0.031, -0.580)  0.000
H (4.962, -2.186, -0.133)  0.000
H (3.332, -2.320, 0.546)  0.003
H (4.733, -2.573, 1.577)  0.000
H (2.431, 1.269, 4.204)  0.002
H (2.801, 2.892, 3.631)  0.000
H (3.994, 1.995, 4.577)  0.000
H (4.678, 3.228, 2.001)  0.000
H (4.705, -1.244, 4.311)  0.000
H (3.586, -2.824, 5.858)  0.000
H (1.194, -3.370, 5.541)  0.000
H (-2.466, -4.743, -4.138)  0.000
H (-0.447, -5.155, -5.520)  0.000
H (1.583, -3.786, -5.171)  0.000
H (2.164, -3.989, -1.852)  0.000
H (3.923, -3.952, -1.658)  0.000
H (3.207, -4.540, -3.153)  0.000
H (5.244, -2.135, -2.549)  0.000
H (6.556, -0.261, -3.169)  0.000
H (5.678, 1.257, -2.966)  0.000
H (5.993, 0.631, -4.584)  0.000
H (3.347, 1.099, -4.588)  0.000
H (1.137, 0.964, -5.315)  0.000
H (0.032, 0.201, -4.157)  0.000
H (0.521, -0.662, -5.598)  0.000
H (-2.702, -1.136, -4.243)  0.002
H (-4.337, -0.515, -4.006)  0.000
H (-4.084, -2.104, -4.739)  0.000
H (-5.644, -1.121, -2.108)  0.000
H (-6.815, -1.372, -0.043)  0.000
H (-5.867, -1.925, 1.351)  0.000
H (-6.842, -3.068, 0.436)  0.000
H (-4.173, -3.939, 0.752)  0.000
H (-2.247, -5.167, 0.378)  0.000
H (-0.955, -4.278, -0.439)  0.002
H (-1.871, -5.495, -1.321)  0.000
H (0.020, -0.077, 4.808)  0.002
H (-1.258, -0.320, 5.999)  0.000
H (-1.599, 0.518, 4.484)  0.001
H (-3.493, -1.328, 4.784)  0.000
H (-5.276, -2.834, 4.290)  0.000
H (-4.729, -4.425, 4.816)  0.000
H (-5.017, -4.126, 3.110)  0.000
H (-2.556, -5.085, 2.979)  0.000
H (-0.397, -5.557, 2.180)  0.000
H (0.789, -5.079, 3.399)  0.000
H (0.705, -4.202, 1.879)  0.000
N (1.089, 2.486, -2.815)  0.003
C (1.341, 3.441, -1.918)  0.020
S (0.373, 3.676, -0.524)  0.147
N (2.414, 4.214, -2.180)  0.009
C (3.015, 5.271, -1.416)  0.003
C (3.660, 6.265, -2.143)  0.000
C (4.320, 7.293, -1.488)  0.001
C (4.330, 7.341, -0.102)  0.000
C (3.686, 6.345, 0.617)  0.001
C (3.035, 5.301, -0.028)  0.004
H (0.302, 1.865, -2.683)  -0.001
H (1.769, 2.235, -3.515)  0.000
H (2.834, 4.076, -3.084)  0.001
H (3.642, 6.233, -3.228)  0.000
H (4.817, 8.061, -2.065)  0.000
H (4.841, 8.146, 0.413)  0.000
H (3.701, 6.367, 1.701)  0.000
H (2.562, 4.517, 0.544)  0.002

Output
Calculated total energy, eV: -242600.594
Net charge: +1
Spin multiplicity: 3
Lowest unoccupied orbital energy (spin up / spin down), eV: -1.906 / -3.892
ΔE to the lowest compared entry with this formula, charge and spin, kcal/mol: 4.6
F_max, eV/Å: 0.9